# 1
8 unconnected molecules or ions with the total composition C39H76BN4O8, computed with ωB97M-V with the def2-TZVPD basis set.

The value obtained for the total energy is -64686.617 eV. The orbital gap is 8.01 eV. Its net charge is +1. The highest occupied orbital energy comes out at -0.3908 Ha. The value obtained for the LUMO energy is -2.6 eV.

Geometry (Å):
1 C 3.734 -3.016 1.663
2 C 4.607 -2.354 0.633
3 C 5.768 -3.012 0.197
4 C 6.604 -2.461 -0.745
5 C 6.317 -1.210 -1.275
6 C 5.179 -0.549 -0.853
7 C 4.317 -1.109 0.086
8 C 3.090 -0.317 0.440
9 N 1.910 -0.683 -0.386
10 C 0.744 -1.091 0.102
11 N 0.721 -1.656 1.384
12 N -0.358 -1.013 -0.614
13 B -1.737 -1.511 -0.190
14 O -1.955 -2.845 -0.251
15 N -2.728 -0.556 0.220
16 C -3.958 -0.744 -0.583
17 C -3.028 -0.717 1.663
18 H 2.925 -3.567 1.177
19 H 3.266 -2.297 2.333
20 H 4.314 -3.718 2.256
21 H 6.004 -3.983 0.616
22 H 7.489 -3.004 -1.049
23 H 6.971 -0.767 -2.013
24 H 4.971 0.433 -1.265
25 H 2.821 -0.378 1.489
26 H 3.297 0.728 0.210
27 H 1.793 -0.082 -1.194
28 H 0.165 -1.126 2.042
29 H 0.470 -2.636 1.394
30 H -0.303 -0.574 -1.529
31 H -1.283 -3.346 -0.727
32 H -4.611 0.121 -0.490
33 H -4.476 -1.661 -0.306
34 H -3.684 -0.822 -1.638
35 H -3.339 0.237 2.088
36 H -2.157 -1.069 2.220
37 H -3.830 -1.441 1.827
38 C 0.406 -1.687 -6.212
39 C -0.741 -2.178 -5.326
40 C -0.278 -1.696 -3.961
41 O 0.473 -0.505 -4.165
42 C 0.751 -0.349 -5.568
43 H 0.131 -1.586 -7.259
44 H 1.254 -2.370 -6.145
45 H -1.672 -1.683 -5.607
46 H -0.901 -3.254 -5.363
47 H 0.372 -2.441 -3.482
48 H -1.112 -1.468 -3.287
49 H 0.129 0.459 -5.962
50 H 1.798 -0.072 -5.686
51 C -6.881 -4.816 0.931
52 C -8.165 -4.416 1.658
53 C -7.619 -3.695 2.882
54 O -6.384 -3.091 2.468
55 C -5.996 -3.606 1.200
56 H -7.018 -5.011 -0.131
57 H -6.451 -5.709 1.390
58 H -8.747 -3.728 1.041
59 H -8.801 -5.260 1.919
60 H -7.410 -4.395 3.697
61 H -8.290 -2.925 3.258
62 H -6.154 -2.829 0.442
63 H -4.931 -3.854 1.228
64 C -10.908 -1.114 6.862
65 C -9.468 -0.659 6.635
66 C -8.814 -1.946 6.150
67 O -9.828 -2.677 5.457
68 C -11.107 -2.087 5.708
69 H -11.632 -0.301 6.854
70 H -10.993 -1.636 7.817
71 H -9.432 0.103 5.853
72 H -8.989 -0.255 7.526
73 H -8.458 -2.553 6.990
74 H -7.977 -1.768 5.472
75 H -11.443 -1.568 4.804
76 H -11.819 -2.880 5.935
77 C -4.308 2.468 -4.541
78 C -3.101 1.921 -3.779
79 C -3.453 2.300 -2.345
80 O -4.880 2.257 -2.258
81 C -5.444 2.170 -3.569
82 H -4.460 2.006 -5.515
83 H -4.202 3.544 -4.684
84 H -3.050 0.833 -3.891
85 H -2.150 2.342 -4.102
86 H -3.111 3.310 -2.109
87 H -3.036 1.609 -1.608
88 H -5.841 1.160 -3.722
89 H -6.269 2.878 -3.644
90 C 7.673 0.292 1.907
91 C 6.802 1.444 2.410
92 C 7.778 2.614 2.351
93 O 8.662 2.342 1.264
94 C 8.502 0.989 0.838
95 H 7.107 -0.548 1.506
96 H 8.308 -0.069 2.718
97 H 5.968 1.614 1.721
98 H 6.394 1.284 3.407
99 H 8.360 2.690 3.276
100 H 7.289 3.573 2.174
101 H 7.973 0.987 -0.123
102 H 9.482 0.537 0.697
103 C -4.174 7.249 -0.305
104 C -2.746 7.754 -0.502
105 C -2.032 6.486 -0.951
106 O -3.001 5.714 -1.664
107 C -4.309 6.257 -1.452
108 H -4.926 8.035 -0.342
109 H -4.264 6.735 0.654
110 H -2.717 8.506 -1.293
111 H -2.306 8.187 0.395
112 H -1.678 5.906 -0.092
113 H -1.185 6.682 -1.610
114 H -4.638 6.755 -2.370
115 H -4.996 5.438 -1.237
116 C 13.419 1.610 -0.586
117 C 13.408 0.897 -1.938
118 C 13.035 -0.523 -1.533
119 O 12.197 -0.404 -0.381
120 C 12.254 0.933 0.122
121 H 13.296 2.689 -0.658
122 H 14.354 1.406 -0.061
123 H 12.636 1.324 -2.582
124 H 14.358 0.947 -2.468
125 H 13.923 -1.106 -1.267
126 H 12.490 -1.061 -2.310
127 H 11.309 1.436 -0.108
128 H 12.374 0.900 1.206

# 2
A gas-phase ion, C4H9IN3 (charge +1), computed with ωB97M-V with the def2-TZVPD basis set.

As for the energy above the lowest of the compared OMol25 structures with the same formula, charge and spin: 52.4 kJ/mol. The value obtained for the total energy is -16858.435 eV. Its SMILES is C/N=C/[C@H](I)C(N)=[NH2+]. The orbital gap is 9.05 eV. Its net charge is +1. The highest occupied orbital energy comes out at -0.4959 Ha. The value obtained for the LUMO energy is -4.4 eV.

Geometry (Å):
1 C 0.740 -0.613 2.721
2 N 0.038 0.124 1.733
3 C -0.466 -0.413 0.722
4 C -1.207 0.481 -0.234
5 I -3.285 -0.211 -0.486
6 C -0.594 0.525 -1.592
7 N -0.264 1.690 -2.102
8 N -0.372 -0.593 -2.245
9 H 1.735 -0.177 2.815
10 H 0.812 -1.685 2.512
11 H 0.232 -0.449 3.672
12 H -0.431 -1.485 0.489
13 H -1.266 1.476 0.208
14 H -0.419 2.548 -1.592
15 H 0.157 1.772 -3.018
16 H -0.666 -1.481 -1.862
17 H 0.043 -0.603 -3.166

# 3
A molecular structure, C5H11N2O, computed with ωB97M-V with the def2-TZVPD basis set.

As for the energy above the lowest of the compared OMol25 structures with the same formula, charge and spin: 314.0 kJ/mol. The value obtained for the total energy is -10382.351 eV. The orbital gap is 9.81 eV. Its net charge is +1. The highest occupied orbital energy comes out at -0.4919 Ha. The value obtained for the LUMO energy is -3.6 eV.

Geometry (Å):
1 C -1.940 -0.168 0.085
2 C 0.065 -0.830 -0.548
3 C -0.180 0.584 -0.014
4 C 0.969 -1.821 0.236
5 C 0.459 1.070 1.264
6 N -1.379 -1.243 -0.433
7 N 0.044 1.681 -1.075
8 O -2.898 0.383 0.513
9 H 0.426 -0.716 -1.501
10 H 0.797 -1.857 1.321
11 H 2.038 -1.396 0.112
12 H 0.916 -2.766 -0.295
13 H 0.239 0.130 1.769
14 H 0.193 2.036 1.639
15 H 1.496 1.183 1.145
16 H -1.625 -2.172 -0.411
17 H 0.865 2.132 -0.679
18 H -0.767 2.324 -1.043
19 H 0.281 1.446 -2.084